Record 1
Entry from the Open Molecules 2025 dataset: the ion C9H21NOP with charge +1 at a distorted geometry (the ωB97M-V functional and the def2-TZVPD basis).

Its total charge is +1. The calculation puts the maximum force at 0.111 Eh/bohr. As for the LUMO energy: -5.048 eV. As for the molar mass: 190.2 g mol⁻¹. As for the SMILES: CC(C)=[N+]=[PH2]OC[C@H](C)C(C)C.

Positions of all 33 atoms, in Å:
1 C 2.760 0.905 1.476
2 C 3.503 0.415 0.096
3 C 5.125 0.045 -0.022
4 N 2.773 0.325 -1.079
5 P 1.777 -1.185 -0.959
6 O 0.403 -0.935 -2.015
7 C -0.861 -1.217 -1.314
8 C -1.804 0.108 -1.061
9 C -0.987 1.455 -0.604
10 C -3.031 -0.330 -0.065
11 C -4.182 0.828 0.157
12 C -2.569 -0.835 1.426
13 H 3.409 1.793 1.938
14 H 2.593 0.033 2.268
15 H 1.683 1.370 1.275
16 H 5.361 -0.887 0.657
17 H 5.412 -0.223 -1.145
18 H 5.792 0.992 0.257
19 H 1.435 -1.343 0.432
20 H 2.575 -2.324 -1.367
21 H -0.570 -1.785 -0.307
22 H -1.517 -1.992 -1.942
23 H -2.304 0.355 -2.116
24 H 0.194 1.289 -0.654
25 H -1.323 1.860 0.464
26 H -1.196 2.362 -1.350
27 H -3.560 -1.266 -0.582
28 H -5.142 0.445 -0.440
29 H -3.792 1.864 -0.222
30 H -4.452 0.851 1.317
31 H -1.939 -0.062 2.040
32 H -3.578 -1.054 2.026
33 H -1.986 -1.858 1.417


Record 2
Entry from the Open Molecules 2025 dataset: a cluster of 12 separate species, C49H118Cl9N9O16 in total at a distorted geometry (the ωB97M-V functional and the def2-TZVPD basis).

Its total charge is 0. The calculation puts the maximum force at 0.074 Eh/bohr. As for the LUMO energy: 0.393 eV. As for the molar mass: 1408.6 g mol⁻¹. As for the SMILES: COCCNCCOC.COCCNCCOC.COCCNCCOC.COCCNCCOC.COCCNCCOC.COCCNCCOC.COCCNCCOC.ClC(Cl)Cl.ClC(Cl)Cl.ClC(Cl)Cl.CC(N)=O.CC(N)=O.

Positions of all 201 atoms, in Å:
1 C 5.394 -4.969 -1.694
2 O 4.060 -4.912 -1.339
3 C 3.435 -3.728 -1.873
4 C 1.920 -3.908 -2.147
5 N 1.266 -4.225 -0.904
6 C -0.172 -4.547 -0.949
7 C -0.513 -5.161 0.424
8 O 0.249 -6.342 0.743
9 C 0.111 -6.830 2.108
10 H 5.896 -4.093 -1.283
11 H 5.534 -4.948 -2.774
12 H 5.852 -5.834 -1.214
13 H 3.973 -3.448 -2.779
14 H 3.580 -2.827 -1.275
15 H 2.030 -4.702 -2.886
16 H 1.505 -3.069 -2.705
17 H 1.652 -5.062 -0.490
18 H -0.214 -5.162 -1.849
19 H -0.900 -3.769 -1.181
20 H -1.581 -5.370 0.484
21 H -0.433 -4.384 1.184
22 H -0.895 -6.579 2.441
23 H 0.681 -6.277 2.854
24 H 0.348 -7.890 2.206
25 C 0.900 9.698 1.023
26 O -0.013 9.162 0.062
27 C -1.065 8.393 0.607
28 C -1.998 7.823 -0.536
29 N -1.332 6.652 -1.231
30 C -2.209 6.138 -2.256
31 C -2.082 6.880 -3.598
32 O -0.748 7.454 -3.858
33 C 0.170 6.604 -4.568
34 H 0.410 10.549 1.495
35 H 1.718 10.075 0.409
36 H 1.203 8.944 1.751
37 H -1.651 8.990 1.305
38 H -0.663 7.530 1.140
39 H -2.253 8.565 -1.293
40 H -2.850 7.476 0.048
41 H -0.597 7.113 -1.747
42 H -3.226 6.195 -1.868
43 H -1.831 5.116 -2.281
44 H -2.600 7.839 -3.604
45 H -2.409 6.206 -4.390
46 H 0.064 5.594 -4.173
47 H 1.204 6.941 -4.639
48 H -0.271 6.581 -5.565
49 C 8.603 -2.876 2.132
50 O 8.486 -1.852 1.176
51 C 8.016 -2.344 -0.076
52 C 7.966 -1.048 -0.962
53 N 6.944 -0.157 -0.487
54 C 5.698 -0.373 -1.216
55 C 4.684 0.557 -0.500
56 O 4.322 0.152 0.844
57 C 3.271 0.897 1.379
58 H 9.119 -3.727 1.688
59 H 7.613 -3.160 2.488
60 H 9.222 -2.519 2.955
61 H 7.044 -2.802 0.110
62 H 8.704 -3.116 -0.423
63 H 7.727 -1.360 -1.979
64 H 8.937 -0.560 -0.885
65 H 6.825 -0.335 0.500
66 H 5.429 -1.429 -1.260
67 H 5.804 -0.121 -2.271
68 H 3.849 0.681 -1.190
69 H 5.188 1.516 -0.381
70 H 3.342 1.002 2.462
71 H 2.346 0.342 1.228
72 H 3.309 1.927 1.025
73 C -2.353 -1.136 1.177
74 O -3.123 0.007 0.910
75 C -4.346 -0.189 0.225
76 C -4.694 1.146 -0.462
77 N -5.026 2.211 0.515
78 C -5.470 3.538 -0.027
79 C -6.005 4.454 1.145
80 O -4.825 4.770 1.811
81 C -4.955 5.736 2.773
82 H -2.858 -1.899 1.771
83 H -1.497 -0.931 1.820
84 H -1.952 -1.618 0.286
85 H -5.178 -0.524 0.846
86 H -4.247 -1.007 -0.489
87 H -5.567 0.942 -1.082
88 H -3.796 1.523 -0.952
89 H -4.250 2.466 1.109
90 H -6.257 3.445 -0.775
91 H -4.670 4.081 -0.531
92 H -6.800 4.062 1.779
93 H -6.408 5.319 0.618
94 H -5.435 5.252 3.623
95 H -5.562 6.595 2.489
96 H -4.008 6.213 3.025
97 C -2.501 -8.034 9.576
98 O -2.149 -6.650 9.458
99 C -3.181 -5.682 9.100
100 C -2.795 -4.244 9.547
101 N -2.035 -3.461 8.508
102 C -0.848 -4.114 7.972
103 C -0.179 -3.596 6.700
104 O -0.987 -3.631 5.539
105 C -0.486 -3.289 4.246
106 H -2.627 -8.415 8.563
107 H -3.401 -8.091 10.188
108 H -1.610 -8.440 10.056
109 H -4.180 -5.915 9.470
110 H -3.355 -5.621 8.026
111 H -2.256 -4.298 10.493
112 H -3.656 -3.676 9.900
113 H -2.639 -3.161 7.756
114 H -0.870 -5.197 7.848
115 H -0.180 -3.950 8.818
116 H 0.747 -4.126 6.478
117 H 0.153 -2.578 6.904
118 H -1.294 -3.330 3.515
119 H 0.350 -3.891 3.892
120 H -0.150 -2.254 4.315
121 C 0.190 5.651 3.434
122 O -0.033 4.583 2.473
123 C -1.361 4.538 1.942
124 C -1.537 3.314 1.090
125 N -1.026 3.599 -0.275
126 C 0.470 3.514 -0.464
127 C 1.080 4.018 -1.756
128 O 2.393 3.616 -1.782
129 C 3.122 3.983 -2.919
130 H 1.236 5.552 3.722
131 H -0.408 5.598 4.344
132 H 0.043 6.590 2.900
133 H -1.501 5.489 1.429
134 H -2.112 4.732 2.707
135 H -2.573 3.052 0.876
136 H -1.150 2.435 1.605
137 H -1.305 4.512 -0.606
138 H 0.669 2.452 -0.318
139 H 0.870 3.998 0.426
140 H 0.942 5.091 -1.889
141 H 0.485 3.539 -2.533
142 H 2.595 4.040 -3.871
143 H 3.888 3.210 -2.971
144 H 3.624 4.948 -2.843
145 C -3.433 2.776 -3.522
146 O -2.901 1.570 -3.987
147 C -3.785 0.912 -4.893
148 C -2.962 -0.302 -5.418
149 N -2.809 -1.382 -4.475
150 C -3.947 -1.849 -3.671
151 C -3.591 -3.158 -2.905
152 O -4.759 -3.717 -2.301
153 C -4.366 -4.896 -1.583
154 H -4.374 2.688 -2.980
155 H -3.625 3.471 -4.339
156 H -2.713 3.300 -2.894
157 H -4.051 1.421 -5.819
158 H -4.700 0.581 -4.403
159 H -1.965 -0.140 -5.828
160 H -3.384 -0.702 -6.340
161 H -2.072 -1.148 -3.825
162 H -4.690 -2.086 -4.432
163 H -4.334 -1.072 -3.012
164 H -2.926 -2.820 -2.110
165 H -3.047 -3.779 -3.616
166 H -5.271 -5.254 -1.093
167 H -3.612 -4.557 -0.872
168 H -3.826 -5.615 -2.198
169 Cl 0.332 -5.073 -6.222
170 C -0.828 -3.697 -6.205
171 Cl -2.371 -4.225 -6.896
172 Cl -0.243 -2.290 -7.155
173 H -0.937 -3.465 -5.146
174 Cl 2.545 0.517 -6.524
175 C 1.458 0.637 -5.139
176 Cl 0.227 1.981 -5.308
177 Cl 2.311 0.871 -3.650
178 H 0.926 -0.312 -5.069
179 Cl 2.589 -2.822 -5.235
180 C 4.231 -3.011 -5.934
181 Cl 5.323 -1.873 -5.044
182 Cl 4.334 -2.799 -7.687
183 H 4.696 -3.955 -5.649
184 C 0.602 -0.390 -0.859
185 C -0.416 -0.273 -2.008
186 N -0.961 0.868 -2.136
187 O -0.617 -1.129 -2.850
188 H 1.604 -0.574 -1.248
189 H 0.454 -1.332 -0.332
190 H 0.515 0.424 -0.140
191 H -1.525 1.001 -2.963
192 H -1.147 1.362 -1.275
193 C 2.885 -4.167 2.041
194 C 3.407 -2.896 2.737
195 N 4.475 -2.272 2.156
196 O 2.965 -2.441 3.756
197 H 2.960 -5.057 2.666
198 H 3.479 -4.301 1.136
199 H 1.809 -4.070 1.895
200 H 5.078 -2.817 1.557
201 H 4.693 -1.307 2.358


Record 3
Entry from the Open Molecules 2025 dataset: a structure of composition C19H18BClN6O4S2Tc at a distorted geometry (the ωB97M-V functional and the def2-TZVPD basis).

Its total charge is +2. As for the spin multiplicity: 2. The calculation puts the maximum force at 0.042 Eh/bohr. As for the LUMO energy (spin up / spin down): -9.330 / -8.897 eV. As for the molar mass: 602.8 g mol⁻¹.

Positions of all 52 atoms, in Å:
1 Tc -0.205 -0.958 0.844
2 O -4.680 -3.677 -1.741
3 C -3.833 -3.251 -2.632
4 O -3.934 -3.430 -3.815
5 C -2.629 -2.486 -2.131
6 C -1.638 -1.969 -2.985
7 Cl -1.584 -2.055 -4.656
8 N -0.691 -1.384 -2.204
9 N -1.023 -1.506 -0.908
10 C -2.200 -2.154 -0.846
11 C -2.769 -2.266 0.530
12 O -3.830 -2.800 0.747
13 O -1.990 -1.709 1.406
14 C 0.528 -0.781 -2.584
15 C 1.674 -1.048 -1.836
16 C 2.884 -0.504 -2.232
17 C 2.956 0.294 -3.364
18 C 1.807 0.588 -4.081
19 C 0.587 0.060 -3.690
20 H -4.524 -3.446 -0.793
21 H 1.647 -1.759 -1.013
22 H 3.781 -0.730 -1.679
23 H 3.912 0.685 -3.673
24 H 1.860 1.231 -4.947
25 H -0.307 0.283 -4.246
26 C -0.555 -2.329 4.312
27 N -0.244 -0.947 4.088
28 C -0.686 0.112 4.801
29 C -0.117 1.239 4.259
30 N 0.674 0.871 3.229
31 B 1.844 1.682 2.614
32 N 1.539 2.267 1.213
33 C 2.441 3.131 0.677
34 C 1.901 3.694 -0.440
35 N 0.660 3.165 -0.595
36 C -0.317 3.599 -1.557
37 C 0.468 2.268 0.404
38 S -0.953 1.285 0.486
39 C 0.563 -0.477 3.095
40 S 1.663 -1.426 2.145
41 H -0.959 -2.456 5.313
42 H 0.352 -2.926 4.216
43 H -1.298 -2.673 3.587
44 H -1.353 0.007 5.636
45 H -0.225 2.261 4.559
46 H 2.052 2.594 3.336
47 H 2.773 0.943 2.508
48 H 3.387 3.306 1.144
49 H 2.302 4.431 -1.102
50 H 0.129 3.645 -2.548
51 H -0.681 4.596 -1.293
52 H -1.160 2.911 -1.559


- The lowest total charge belongs to which entry?
  C49H118Cl9N9O16


Copy entry 1 word for word.
Entry from the Open Molecules 2025 dataset: the ion C9H21NOP with charge +1 at a distorted geometry (the ωB97M-V functional and the def2-TZVPD basis).

Its total charge is +1. The calculation puts the maximum force at 0.111 Eh/bohr. As for the LUMO energy: -5.048 eV. As for the molar mass: 190.2 g mol⁻¹. As for the SMILES: CC(C)=[N+]=[PH2]OC[C@H](C)C(C)C.

Positions of all 33 atoms, in Å:
1 C 2.760 0.905 1.476
2 C 3.503 0.415 0.096
3 C 5.125 0.045 -0.022
4 N 2.773 0.325 -1.079
5 P 1.777 -1.185 -0.959
6 O 0.403 -0.935 -2.015
7 C -0.861 -1.217 -1.314
8 C -1.804 0.108 -1.061
9 C -0.987 1.455 -0.604
10 C -3.031 -0.330 -0.065
11 C -4.182 0.828 0.157
12 C -2.569 -0.835 1.426
13 H 3.409 1.793 1.938
14 H 2.593 0.033 2.268
15 H 1.683 1.370 1.275
16 H 5.361 -0.887 0.657
17 H 5.412 -0.223 -1.145
18 H 5.792 0.992 0.257
19 H 1.435 -1.343 0.432
20 H 2.575 -2.324 -1.367
21 H -0.570 -1.785 -0.307
22 H -1.517 -1.992 -1.942
23 H -2.304 0.355 -2.116
24 H 0.194 1.289 -0.654
25 H -1.323 1.860 0.464
26 H -1.196 2.362 -1.350
27 H -3.560 -1.266 -0.582
28 H -5.142 0.445 -0.440
29 H -3.792 1.864 -0.222
30 H -4.452 0.851 1.317
31 H -1.939 -0.062 2.040
32 H -3.578 -1.054 2.026
33 H -1.986 -1.858 1.417


- The highest maximum force belongs to which entry?
  C9H21NOP


- The lowest total charge belongs to which entry?
  C49H118Cl9N9O16